20
Properties=species:S:1:pos:R:3:forces:R:3 method="wB97M-V/def2-TZVPD" de_lowest_kcal_mol=20.7
C -0.554 -2.962 0.891 -2.8424 -2.4431 0.1603
C 0.253 -2.249 1.773 1.6909 -0.1195 -1.1028
C -0.447 -2.402 -0.316 -0.9946 -0.5966 -1.2821
C 0.967 -1.331 0.997 -4.0132 -3.4661 0.0233
C -0.960 1.138 0.187 -1.2773 -1.6020 2.4400
C -0.032 1.190 -0.737 1.6857 -3.5409 -0.1333
C 0.489 2.248 -1.570 -2.8894 0.1070 -1.4458
C 0.716 -0.447 -1.228 -1.8158 3.6569 -1.3974
N 0.465 -1.416 -0.303 0.7555 -0.0470 2.3054
I -0.487 -0.777 -3.091 0.5816 0.1332 0.4441
I 2.807 -0.474 -1.817 -0.2957 0.3189 0.2312
H -1.289 -3.852 1.028 1.6272 1.8090 0.2144
H 0.483 -2.724 2.689 0.3867 0.6088 1.2176
H -0.999 -2.637 -1.186 -0.2058 -0.1198 -0.6390
H 1.675 -0.708 1.283 3.1178 2.8886 0.9023
H -1.145 0.133 0.752 0.3439 1.7567 -1.2727
H -1.623 1.947 0.639 1.2881 -0.7149 -1.1422
H 0.580 3.149 -1.050 0.2569 1.4863 0.7164
H 1.338 1.993 -2.095 2.2163 -0.4953 -0.7198
H -0.260 2.364 -2.391 0.3834 0.3798 0.4800

***

19
Properties=species:S:1:pos:R:3:forces:R:3 method="wB97M-V/def2-TZVPD" charge=-3 de_lowest_kcal_mol=66.2
Ag -1.346 2.189 -2.206 0.1394 0.0396 0.1744
C 1.126 -1.020 -0.731 -2.5125 -0.5747 -4.8487
O 0.125 -0.342 0.025 0.0551 -0.7334 1.9760
O 0.814 -0.693 -2.083 2.2892 -0.1387 2.7307
C 2.633 -1.040 -0.210 0.7881 1.8533 1.2522
F 3.536 -0.150 -0.757 -1.2549 -0.8513 0.3404
F 2.669 -0.779 1.168 -0.1544 0.0631 -0.9585
F 3.267 -2.246 -0.271 -0.7458 0.1417 -0.6877
C -0.391 -1.124 1.137 0.0661 1.6949 0.2336
C -1.356 -0.295 1.954 0.3034 1.1984 -0.7856
H -2.320 -0.227 1.451 -0.2045 -0.3077 0.2196
H -1.402 -0.791 2.923 -0.3449 0.5156 0.2317
H -0.997 0.734 1.925 0.1179 0.1140 0.8872
H 0.452 -1.333 1.795 -0.0745 -0.7955 -0.1467
H -1.117 -1.917 0.955 1.1648 -1.1638 -1.2399
H 0.867 -2.077 -0.666 0.2535 -0.7224 0.6217
Cl 0.144 4.873 0.619 -0.0560 -0.1026 0.0038
Cl -1.372 5.002 -5.238 0.0211 -0.1750 -0.0125
Cl -5.331 1.237 -1.790 0.1487 -0.0555 0.0081

***

55
Properties=species:S:1:pos:R:3:forces:R:3 method="wB97M-V/def2-TZVPD" charge=+1
C 5.405 1.634 4.127 0.0274 0.0612 0.0296
C 4.426 1.307 2.984 -0.0992 -0.0322 -0.0362
C 4.538 2.319 1.841 0.0696 -0.0079 0.0336
C 4.655 -0.110 2.407 0.1040 0.1301 0.0228
P 3.974 -1.482 3.319 -0.0738 -0.2205 -0.1296
N 4.358 -2.943 2.644 0.1948 0.3258 0.0031
Cl 4.792 -1.559 5.114 0.0441 -0.0257 0.0914
C 2.181 -1.410 3.506 -0.0607 -0.0432 -0.0402
C 1.417 -0.382 2.643 0.1330 -0.0333 -0.0782
C 0.708 0.662 3.481 -0.1271 0.0849 0.0763
Br 0.122 -1.321 1.527 0.0301 -0.0111 -0.0074
H 5.748 2.665 4.035 -0.0461 -0.0587 0.0504
H 4.944 1.532 5.111 0.0405 -0.0454 -0.0540
H 6.292 0.996 4.107 -0.0447 0.0754 -0.0382
H 3.403 1.359 3.377 0.1653 0.0203 -0.0829
H 4.306 3.322 2.202 0.0102 -0.0538 -0.0137
H 5.559 2.337 1.446 -0.0741 -0.0185 -0.0013
H 3.855 2.088 1.019 0.0306 0.0112 0.0532
H 5.725 -0.327 2.305 -0.0508 0.0413 -0.0429
H 4.220 -0.197 1.401 0.0141 -0.0406 0.0759
H 4.237 -3.014 1.638 -0.1372 -0.1079 0.0689
H 5.249 -3.331 2.932 -0.0515 -0.0464 -0.0120
H 1.961 -1.259 4.567 0.0678 0.0110 -0.0670
H 1.880 -2.433 3.265 -0.0673 0.0648 0.0835
H 2.078 0.098 1.922 -0.0914 0.0021 0.0391
H 0.064 1.281 2.857 0.0554 -0.0083 0.0299
H 0.089 0.179 4.241 0.0052 0.0601 -0.0579
H 1.428 1.317 3.982 -0.0724 -0.1121 0.0085
O -3.683 0.558 -2.918 0.0275 -0.0409 -0.0021
Si -5.033 0.114 -3.763 -0.0917 0.0087 -0.0441
C -5.880 -1.300 -2.883 0.0327 0.0193 -0.0032
C -4.548 -0.417 -5.486 0.0120 0.0061 0.0338
C -6.163 1.589 -3.839 0.0121 -0.0089 0.0027
Si -2.247 -0.023 -2.381 0.0269 0.0231 0.0260
C -1.387 1.346 -1.448 0.0147 -0.0076 0.0028
C -1.183 -0.573 -3.813 -0.0210 0.0043 0.0213
C -2.525 -1.464 -1.220 -0.0075 0.0659 -0.0107
H -5.264 -2.203 -2.881 -0.0026 -0.0033 -0.0025
H -6.821 -1.543 -3.381 -0.0027 -0.0155 0.0107
H -6.106 -1.043 -1.846 -0.0087 0.0032 -0.0022
H -3.983 0.366 -5.997 -0.0072 0.0032 -0.0039
H -5.440 -0.628 -6.080 0.0098 -0.0060 -0.0139
H -3.936 -1.322 -5.475 -0.0025 -0.0029 -0.0024
H -5.686 2.430 -4.345 0.0048 -0.0050 -0.0046
H -6.457 1.919 -2.840 0.0007 -0.0076 0.0035
H -7.071 1.334 -4.390 -0.0107 0.0323 0.0055
H -1.200 2.207 -2.091 -0.0005 -0.0022 -0.0036
H -0.425 0.989 -1.068 0.0046 0.0247 0.0102
H -1.985 1.683 -0.599 -0.0078 -0.0073 0.0002
H -1.626 -1.422 -4.339 0.0037 -0.0014 -0.0036
H -0.194 -0.879 -3.462 0.0032 -0.0061 -0.0141
H -1.049 0.234 -4.536 0.0053 0.0012 0.0012
H -2.948 -2.330 -1.732 0.0145 -0.0102 0.0091
H -3.201 -1.188 -0.407 -0.0014 -0.0046 0.0031
H -1.570 -1.761 -0.780 -0.0042 -0.0852 -0.0239

***

18
Properties=species:S:1:pos:R:3:forces:R:3 method="wB97M-V/def2-TZVPD" charge=-1 smiles=C[C@H](C[S-])NCN de_lowest_kcal_mol=61.7
C -0.543 0.141 -1.936 4.5805 0.3700 -0.1526
C 0.296 0.088 -0.659 -0.7867 -1.0360 3.8888
C 1.761 -0.373 -0.508 0.9425 0.7430 -3.6321
S 2.856 0.871 -1.529 -0.6316 -0.6194 0.5043
N -0.550 -0.919 0.334 -0.5246 0.0304 -0.5708
C -0.834 -0.451 1.722 3.3700 1.1376 0.7871
N -1.542 0.810 1.943 0.1784 0.7660 0.2739
H -1.337 0.770 -1.814 -2.2361 1.6650 0.6462
H 0.206 0.700 -2.566 -0.9070 -0.8594 -0.4352
H -0.911 -0.793 -2.292 0.2509 -0.8195 -0.3996
H 0.404 1.130 -0.226 -0.8645 -1.0083 -0.2327
H 1.938 -1.336 -1.091 -0.1521 0.7460 1.4558
H 2.236 -0.227 0.477 -0.9701 -0.7687 -0.2446
H 0.018 -1.821 0.348 -1.0376 1.7590 0.3291
H 0.202 -0.173 2.039 -0.4734 -0.7721 1.0327
H -1.373 -1.037 2.479 0.7021 -1.4481 -1.0323
H -0.937 1.601 2.220 -0.2350 -0.9257 -0.5155
H -1.890 1.018 1.057 -1.2059 1.0403 -1.7024

***

45
Properties=species:S:1:pos:R:3:forces:R:3 method="wB97M-V/def2-TZVPD" charge=+1 de_lowest_kcal_mol=81.5
F 2.048 -3.086 -3.307 0.0241 1.6623 0.3667
C 2.104 -1.729 -3.068 -0.2343 -0.9282 -0.3923
C 3.242 -1.043 -3.497 -0.4292 0.5366 0.5545
C 3.253 0.334 -3.246 0.7431 0.4469 -0.4652
F 4.374 1.053 -3.607 -1.4746 -0.8807 0.3823
C 2.191 1.010 -2.662 -0.5657 0.0768 0.6530
C 1.052 0.290 -2.190 1.0844 -1.0391 -0.8548
C -0.017 0.947 -1.488 -0.5102 0.4130 -0.1910
C -1.290 0.399 -1.326 -0.3798 -0.4060 0.0860
C -2.404 1.039 -0.776 0.8476 0.0232 -0.2009
C -3.649 0.403 -0.452 -1.4827 -0.9209 -0.0616
C -4.765 1.156 0.034 0.8441 -0.0163 -0.1554
C -5.948 0.515 0.365 -0.8483 0.4184 0.4239
F -6.991 1.264 0.865 1.3681 -0.9490 -0.6878
C -6.136 -0.867 0.230 0.5106 0.5594 -0.1405
C -5.054 -1.584 -0.282 0.1337 -1.0446 -0.2138
F -5.204 -2.945 -0.446 0.2225 1.7182 0.1983
C -3.839 -1.005 -0.627 -0.0680 0.4902 0.2367
C 1.020 -1.113 -2.454 0.0987 0.4237 0.1725
H 4.080 -1.543 -3.974 -0.1856 0.0694 0.0986
H 2.205 2.096 -2.546 0.2917 -0.3656 -0.0009
H 0.168 1.971 -1.144 -0.0785 -0.3369 -0.1067
H -1.433 -0.627 -1.684 0.0841 0.4564 0.2693
H -2.340 2.114 -0.596 0.0580 -0.2252 0.1825
H -4.653 2.236 0.147 -0.2544 -0.3011 0.0782
H -7.073 -1.348 0.504 0.2377 0.1100 -0.0780
H -3.031 -1.622 -1.008 -0.3269 -0.0549 0.1351
H 0.159 -1.707 -2.155 0.4049 -0.0538 -0.0543
C 3.214 1.695 0.620 -0.2084 -0.0929 -0.0270
C 2.475 0.741 1.537 -0.2090 -0.1607 0.0006
N 1.339 0.214 1.239 0.2554 -0.0341 -0.0646
C 0.807 -0.765 2.208 -0.0744 -0.2633 -0.4309
C 1.233 -0.568 3.652 -0.3725 0.5990 0.2772
C 2.725 -0.351 3.757 0.1228 -0.3306 -0.0452
N 3.148 0.528 2.693 0.4045 0.1004 -0.1088
H 4.020 2.179 1.184 -0.2064 0.0776 -0.2919
H 3.665 1.167 -0.232 -0.1983 0.0857 0.2506
H 2.525 2.459 0.247 0.1796 -0.0953 0.0148
H -0.287 -0.704 2.123 0.2187 -0.2347 0.1239
H 1.114 -1.796 1.945 -0.1684 0.4220 -0.3604
H 0.721 0.304 4.055 -0.0768 0.1298 0.0865
H 0.941 -1.423 4.261 -0.0379 0.0050 -0.0466
H 2.987 0.126 4.705 -0.0098 -0.2408 -0.0021
H 3.227 -1.324 3.684 0.1334 0.1693 0.0764
H 4.074 0.908 2.712 0.1324 -0.0188 0.3131

***

12
Properties=species:S:1:pos:R:3:forces:R:3 method="wB97M-V/def2-TZVPD" smiles="C=C.CS" de_lowest_kcal_mol=41.8
C -1.708 -1.596 -0.169 1.9783 -0.9725 0.1702
S 0.091 -2.136 0.052 -0.6290 0.3386 -0.0574
H -2.236 -2.505 0.065 -0.7269 0.1569 0.1163
H -1.775 -0.818 0.575 -0.7497 0.2572 -0.2664
H -1.838 -1.311 -1.206 -0.1572 0.3041 0.1263
H 0.141 -1.616 1.289 0.2347 -0.2179 -0.0938
C 1.439 1.330 0.333 1.1139 0.3397 1.4196
C 0.883 2.151 -0.559 0.8850 -2.2694 0.1730
H 1.015 0.511 0.900 -0.9318 -0.2180 -0.8933
H 2.446 1.395 0.768 -0.1305 0.9657 -0.4566
H 0.049 1.663 -1.059 -0.5403 1.1275 -0.0066
H 1.493 2.931 -0.988 -0.3464 0.1882 -0.2312

***

Number 1: HOMO-LUMO gap 8.17 eV, HOMO level -0.3143 Eh. Number 2: HOMO-LUMO gap 6.51 eV, HOMO level -0.0013 Eh. Number 3: HOMO-LUMO gap 8.48 eV, HOMO level -0.4234 Eh. Number 4: HOMO-LUMO gap 6.55 eV, HOMO level -0.0948 Eh. Number 5: HOMO-LUMO gap 5.05 eV, HOMO level -0.4113 Eh. Number 6: HOMO-LUMO gap 9.90 eV, HOMO level -0.3317 Eh.